A 2-piece molecular cluster, C3H11NO2 overall, computed with wB97M-V/def2-TZVPD.

Each line ends with the Mulliken charge.
Element x y z (Å)
N  1.04608  -0.63501  2.26639  -0.749
C  -0.43187  -1.01795  1.85034  -0.274
C  -0.60065  -0.28046  0.49513  -0.645
C  -0.71788  -0.94397  -0.88572  -0.534
O  -0.41790  0.16876  -1.79458  -0.485
H  1.61071  -1.04519  1.45917  0.283
H  0.93253  0.31928  2.06554  0.316
H  -0.52011  -2.08149  1.57141  0.323
H  -1.15243  -0.53333  2.61613  0.277
H  0.29862  0.32066  0.47964  0.189
H  -1.31513  0.51647  0.49395  0.367
H  -1.63907  -1.52083  -0.82465  0.320
H  -0.04479  -1.73919  -1.18554  0.336
H  -0.30508  -0.18410  -2.68809  0.285
O  1.46433  3.00849  -1.83251  -0.632
H  1.16574  2.68963  -2.73492  0.313
H  0.62690  2.95824  -1.35167  0.310

Computed properties:
- multiplicity = 1
- Kohn-Sham gap (eV) = 10.11
- charge = 0
- HOMO (eV) = -9.5384
- energy above the lowest of the compared OMol25 structures with the same formula, charge and spin (kJ/mol) = 202.5
- structure (SMILES) = NCCCO.O

=====

A 2-piece molecular cluster, C3H11NO2 overall, computed with wB97M-V/def2-TZVPD.

Each line ends with the Mulliken charge.
Element x y z (Å)
N  2.13619  -1.39700  0.64420  -0.587
C  1.43811  -0.44958  -0.15345  -0.533
C  0.45871  0.30660  0.65507  -0.349
C  -0.16992  1.25552  -0.27637  -0.809
O  -1.35259  1.80617  0.33665  -0.543
H  1.89220  -1.21244  1.63837  0.252
H  3.15288  -1.37302  0.56529  0.222
H  1.90793  0.22076  -0.75434  0.397
H  0.86199  -1.10380  -0.86458  0.179
H  0.78410  0.88901  1.42827  0.335
H  -0.41264  -0.22186  1.01578  0.367
H  -0.32828  0.78500  -1.24158  0.314
H  0.53519  2.05989  -0.49879  0.440
H  -2.03507  1.12030  0.43875  0.321
O  -2.65819  -0.65711  -0.87008  -0.572
H  -3.53640  -0.58878  -0.56971  0.286
H  -2.67423  -1.43966  -1.49348  0.280

Computed properties:
- multiplicity = 1
- Kohn-Sham gap (eV) = 9.44
- charge = 0
- HOMO (eV) = -8.9462
- energy above the lowest of the compared OMol25 structures with the same formula, charge and spin (kJ/mol) = 127.6
- structure (SMILES) = NCCCO.O

=====

A 2-piece molecular cluster, C3H11NO2 overall, computed with wB97M-V/def2-TZVPD.

Each line ends with the Mulliken charge.
Element x y z (Å)
C  -2.02009  0.38607  1.86338  -0.998
C  -0.86945  -0.01455  0.93071  0.391
O  0.39952  0.15862  1.67344  -0.537
C  -0.92734  0.88444  -0.37374  -0.732
N  -0.04628  0.26216  -1.34965  -0.474
H  -2.74576  1.27933  1.37544  0.236
H  -2.66454  -0.49259  2.23177  0.276
H  -1.40882  0.98027  2.61813  0.272
H  -1.07363  -1.12047  0.74350  0.210
H  1.11987  -0.09288  1.12912  0.259
H  -1.89754  0.86230  -0.85355  0.332
H  -0.64362  1.87470  0.05662  0.294
H  0.45407  1.04074  -1.63668  0.243
H  -0.57285  -0.03531  -2.21370  0.238
O  2.99816  -1.56294  -2.26994  -0.639
H  3.05609  -1.54607  -1.27119  0.324
H  2.42059  -0.88640  -2.48204  0.304

Computed properties:
- multiplicity = 1
- Kohn-Sham gap (eV) = 10.47
- charge = 0
- HOMO (eV) = -9.8326
- energy above the lowest of the compared OMol25 structures with the same formula, charge and spin (kJ/mol) = 160.4
- structure (SMILES) = C[C@H](O)CN.O

=====

A 2-piece molecular cluster, C3H11NO2PS overall, computed with wB97M-V/def2-TZVPD.

Each line ends with the Löwdin spin population.
Element x y z (Å)
C  2.65783  0.39645  -1.49766  0.014
C  0.13937  -1.67431  2.13555  0.008
C  -2.08759  -0.24645  -0.66362  0.576
N  -2.41654  0.83613  -1.37355  0.337
O  1.93601  0.15843  -0.26345  0.233
O  0.35329  -0.34367  1.70640  0.121
P  0.39694  0.13410  0.21280  0.412
S  0.18275  2.27646  0.78667  0.192
H  3.10376  1.33919  -1.32780  0.007
H  2.11498  0.73798  -2.35136  0.006
H  3.30354  -0.47728  -1.57550  0.000
H  1.06399  -2.06526  2.44523  0.001
H  -0.33935  -2.34679  1.39455  0.004
H  -0.49498  -1.63852  3.02065  0.000
H  -1.85505  -1.22230  -1.12381  0.027
H  -2.07114  -0.26840  0.38710  0.043
H  -2.43350  0.81875  -2.33284  0.009
H  -1.02734  1.88846  1.26727  0.006
H  -2.52697  1.69702  -0.84661  0.005

Computed properties:
- multiplicity = 3
- Kohn-Sham gap (spin up / spin down) (eV) = 6.20 / 6.62
- ⟨S²⟩ = 2.01
- charge = +1
- HOMO (spin up / spin down) (eV) = -9.9732 / -14.1721

=====

An isolated molecule of C3H11NO2Si, computed with wB97M-V/def2-TZVPD.

Each line ends with the Mulliken charge.
Element x y z (Å)
C  -1.78737  -1.63075  0.06485  -0.686
O  -0.43882  -1.25901  0.05982  -0.299
Si  0.17955  0.19514  0.47645  0.541
C  -0.49420  1.60514  -0.60884  -1.076
N  -0.23804  0.55418  2.11355  -0.533
O  1.79445  0.01242  0.36024  -0.309
C  2.53605  -0.45584  -0.73206  -0.584
H  -1.83642  -2.71076  -0.08089  0.230
H  -2.32665  -1.13231  -0.74429  0.281
H  -2.25872  -1.36804  1.01336  0.297
H  -0.43759  1.34962  -1.66397  0.313
H  -1.53239  1.82271  -0.38004  0.323
H  0.07005  2.52117  -0.46628  0.337
H  -0.00270  -0.14299  2.80319  0.198
H  0.01069  1.46259  2.46812  0.224
H  3.56083  -0.61243  -0.39349  0.238
H  2.53085  0.27845  -1.54106  0.256
H  2.12597  -1.39594  -1.10321  0.250

Computed properties:
- multiplicity = 1
- Kohn-Sham gap (eV) = 10.90
- charge = 0
- HOMO (eV) = -10.0167
- energy above the lowest of the compared OMol25 structures with the same formula, charge and spin (kJ/mol) = 0.0
- structure (SMILES) = CO[Si](C)(N)OC

=====

A 3-piece molecular cluster, C3H11NO3 overall, computed with wB97M-V/def2-TZVPD.

Each line ends with the Löwdin spin population.
Element x y z (Å)
C  -1.16425  0.38727  -1.72092  0.013
N  -0.41169  -0.05999  -0.47722  0.029
C  0.97267  0.47301  -0.37437  0.068
C  1.75764  -0.42540  0.67311  0.428
O  2.11806  0.01353  1.78104  0.321
H  -2.25894  0.45071  -1.51393  0.004
H  -0.83522  1.37810  -2.07712  0.002
H  -0.87425  -0.33203  -2.53126  0.001
H  -0.91209  0.27390  0.39303  0.002
H  0.77445  1.52022  0.10827  0.005
H  1.46594  0.55185  -1.37103  0.024
H  1.71101  -1.47473  0.47219  0.049
H  -0.99442  2.04937  2.99174  0.005
H  0.35755  1.53506  2.74293  0.010
O  -0.39361  1.86134  2.29117  0.028
H  -0.57567  -3.34005  -0.04746  0.000
H  -0.52219  -1.99163  -0.60888  0.001
O  -0.21498  -2.87054  -0.73129  0.008

Computed properties:
- multiplicity = 2
- Kohn-Sham gap (spin up / spin down) (eV) = 3.06 / 6.73
- ⟨S²⟩ = 0.75
- charge = -1
- HOMO (spin up / spin down) (eV) = 0.6619 / -3.1866
- energy above the lowest of the compared OMol25 structures with the same formula, charge and spin (kJ/mol) = 149.1

=====

A 3-piece molecular cluster, C3H11NO3 overall, computed with wB97M-V/def2-TZVPD.

Each line ends with the Mulliken charge.
Element x y z (Å)
C  -1.01497  -0.11370  -2.12195  -1.055
N  -0.73353  0.02208  -0.67270  -0.256
C  0.39776  0.88003  -0.42236  -0.472
C  1.36951  0.08067  0.44486  -0.010
O  2.00479  0.52600  1.36712  -0.497
H  -2.05496  -0.43543  -2.23115  0.356
H  -0.86303  0.81926  -2.66846  0.362
H  -0.38049  -0.89435  -2.52779  0.307
H  -1.56931  0.21876  -0.15611  0.251
H  0.16371  1.90846  -0.13759  0.390
H  1.05255  1.13310  -1.27485  0.312
H  1.52372  -0.95419  0.09323  0.334
O  -1.04760  2.47662  1.81337  -0.658
H  -1.54473  1.91274  2.40497  0.311
H  -0.09719  2.24031  1.89780  0.343
O  -0.30354  -3.52652  -0.38270  -0.640
H  -0.32447  -3.01577  0.44016  0.318
H  -0.93540  -3.09508  -0.96784  0.304

Computed properties:
- multiplicity = 1
- Kohn-Sham gap (eV) = 10.01
- charge = 0
- HOMO (eV) = -9.3866
- energy above the lowest of the compared OMol25 structures with the same formula, charge and spin (kJ/mol) = 209.6
- structure (SMILES) = CNCC=O.O.O

=====

A 2-piece molecular cluster, C3H11NO3 overall, computed with wB97M-V/def2-TZVPD.

Each line ends with the Mulliken charge.
Element x y z (Å)
N  -1.69509  -1.21654  -1.83382  -0.574
C  -0.78917  -0.71227  -0.81911  0.407
C  -0.61636  0.77977  -1.15824  -0.489
O  0.00488  1.47629  -0.11724  -0.532
C  -1.28062  -1.06129  0.61604  -0.760
O  -1.45862  -2.44743  0.73982  -0.527
H  -2.60920  -0.80781  -1.77024  0.199
H  -1.55594  -2.14095  -2.18395  0.203
H  0.20821  -1.17339  -0.82489  0.234
H  -1.56127  1.25389  -1.47059  0.274
H  0.00131  0.80079  -2.06342  0.308
H  0.71515  2.07254  -0.31679  0.308
H  -2.17488  -0.52416  0.90092  0.354
H  -0.45051  -0.77093  1.26184  0.277
H  -2.31133  -2.68968  0.40271  0.318
O  5.39659  2.58879  2.84548  -0.656
H  5.70088  1.67808  2.97896  0.329
H  4.47598  2.89431  2.81253  0.327

Computed properties:
- multiplicity = 1
- Kohn-Sham gap (eV) = 9.53
- charge = 0
- HOMO (eV) = -8.9768
- energy above the lowest of the compared OMol25 structures with the same formula, charge and spin (kJ/mol) = 219.9
- structure (SMILES) = NC(CO)CO.O

=====

A 3-piece molecular cluster, C3H11NO3 overall, computed with wB97M-V/def2-TZVPD.

Each line ends with the Mulliken charge.
Element x y z (Å)
C  1.94090  1.31653  1.39930  -1.119
C  1.11957  0.38042  0.43426  -0.359
C  -0.35200  0.31776  0.66463  0.578
N  -0.85220  -0.46614  1.65935  -0.414
O  -1.13315  0.92228  -0.04915  -0.711
H  1.54391  1.22132  2.41321  0.294
H  2.95744  0.95356  1.33472  0.357
H  1.72468  2.34540  1.12214  0.316
H  1.64968  -0.57337  0.46288  0.358
H  1.29688  0.78126  -0.56144  0.279
H  -0.29215  -0.99023  2.32052  0.213
H  -1.78400  -0.27467  1.93934  0.235
O  -0.40704  0.56794  -2.69553  -0.669
H  -0.58563  0.84292  -1.78042  0.350
H  -0.76133  -0.31194  -2.70161  0.289
O  -0.45247  -2.39888  -0.98927  -0.605
H  0.30048  -3.01690  -0.88358  0.304
H  -0.84594  -2.39261  -0.13674  0.303

Computed properties:
- multiplicity = 1
- Kohn-Sham gap (eV) = 10.58
- charge = 0
- HOMO (eV) = -10.2064
- energy above the lowest of the compared OMol25 structures with the same formula, charge and spin (kJ/mol) = 51.4
- structure (SMILES) = CCC(N)=O.O.O

=====

A 3-piece molecular cluster, C3H11NO3 overall, computed with wB97M-V/def2-TZVPD.

Each line ends with the Mulliken charge.
Element x y z (Å)
C  -2.80893  -2.01580  -1.35544  -0.985
C  -1.75281  -0.79895  -1.15948  -0.588
C  -1.06010  -0.81682  0.21756  0.532
N  0.18549  -0.18407  0.33024  -0.436
O  -1.53091  -1.39235  1.20302  -0.600
H  -3.33772  -1.95711  -2.34817  0.335
H  -3.61494  -1.89514  -0.61234  0.262
H  -2.16949  -2.94595  -1.13161  0.261
H  -1.01406  -0.96471  -1.94359  0.327
H  -2.21260  0.13894  -1.50009  0.382
H  0.20713  0.52715  -0.42688  0.236
H  0.39757  -0.09449  1.25713  0.274
O  1.77094  2.58713  4.66659  -0.639
H  1.98047  1.88275  5.32442  0.325
H  2.64059  2.97026  4.61072  0.314
O  4.37769  1.46781  -2.23767  -0.608
H  4.08228  1.45494  -3.12630  0.313
H  3.85939  2.03644  -1.76811  0.294

Computed properties:
- multiplicity = 1
- Kohn-Sham gap (eV) = 10.34
- charge = 0
- HOMO (eV) = -9.8257
- energy above the lowest of the compared OMol25 structures with the same formula, charge and spin (kJ/mol) = 142.2
- structure (SMILES) = CCC(N)=O.O.O

=====

A 3-piece molecular cluster, C3H11NO3S overall, computed with wB97M-V/def2-TZVPD.

Each line ends with the Mulliken charge.
Element x y z (Å)
N  0.07734  -1.38735  1.50178  -0.698
C  0.02072  -1.12587  -0.05155  0.321
C  1.35066  -0.47387  -0.24317  -0.418
O  1.53275  0.59273  0.33729  -0.615
C  -1.14277  -0.13482  -0.41190  -0.558
S  -2.81428  -0.53895  0.03886  -0.232
H  -0.12343  -0.68146  2.21961  0.245
H  -0.68893  -2.01389  1.71676  0.258
H  0.00463  -2.02085  -0.63596  0.380
H  2.17800  -1.05798  -0.52634  0.598
H  -0.66686  0.86853  0.00171  0.285
H  -1.15037  -0.11038  -1.50267  0.173
H  -2.98358  0.29849  1.16605  0.146
O  0.68496  0.41722  -2.68569  -0.550
H  0.25424  0.75729  -3.32226  0.220
H  1.49690  -0.18046  -3.07083  0.331
O  0.78800  2.16764  2.18121  -0.628
H  0.17782  2.86296  1.87138  0.295
H  1.00418  1.76103  1.41570  0.449

Computed properties:
- multiplicity = 1
- Kohn-Sham gap (eV) = 9.24
- charge = 0
- HOMO (eV) = -9.1090
- energy above the lowest of the compared OMol25 structures with the same formula, charge and spin (kJ/mol) = 334.7
- structure (SMILES) = N[C@H](C=O)CS.O.O

=====

A 3-piece molecular cluster, C3H11NO4 overall, computed with wB97M-V/def2-TZVPD.

Each line ends with the Mulliken charge.
Element x y z (Å)
O  -0.89441  -1.44978  -1.47369  -0.743
C  -0.89943  -0.82580  -0.40720  0.182
N  -1.48284  0.35748  -0.30473  -0.182
C  -1.38093  1.41683  0.80784  -0.572
C  -0.30733  2.41992  0.36859  -0.236
O  1.02313  2.05570  0.75899  -0.518
H  -0.37039  -1.33590  0.62384  0.335
H  -2.03317  0.67471  -1.11525  0.240
H  -2.37117  1.85386  0.89727  0.342
H  -1.09278  0.81378  1.76124  0.269
H  -0.29418  2.46545  -0.72333  0.231
H  -0.37904  3.46989  0.82064  0.297
H  1.15630  1.11774  0.55403  0.361
O  1.39858  -2.65008  -0.73773  -0.667
H  1.97874  -3.17361  -1.29404  0.300
H  0.72300  -2.42896  -1.43213  0.324
O  1.56806  -0.68538  0.90125  -0.668
H  2.28527  -0.77896  1.55278  0.246
H  1.54057  -1.40980  0.28207  0.460

Computed properties:
- multiplicity = 1
- Kohn-Sham gap (eV) = 10.60
- charge = 0
- HOMO (eV) = -9.8322
- energy above the lowest of the compared OMol25 structures with the same formula, charge and spin (kJ/mol) = 209.0
- structure (SMILES) = O=CNCCO.O.O

=====

Number 1: DFT total energy -8872.39079 eV, F_max 3.79 eV Å⁻¹. Number 2: DFT total energy -8873.16699 eV, F_max 4.41 eV Å⁻¹. Number 3: DFT total energy -8872.82681 eV, F_max 3.83 eV Å⁻¹. Number 4: DFT total energy -28987.89787 eV, F_max 3.63 eV Å⁻¹. Number 5: DFT total energy -16755.37725 eV, F_max 0.96 eV Å⁻¹. Number 6: DFT total energy -10919.90965 eV, F_max 3.55 eV Å⁻¹. Number 7: DFT total energy -10920.83352 eV, F_max 1.93 eV Å⁻¹. Number 8: DFT total energy -10920.72672 eV, F_max 1.67 eV Å⁻¹. Number 9: DFT total energy -10922.47295 eV, F_max 2.12 eV Å⁻¹. Number 10: DFT total energy -10921.53193 eV, F_max 5.76 eV Å⁻¹. Number 11: DFT total energy -21754.47512 eV, F_max 12.13 eV Å⁻¹. Number 12: DFT total energy -12968.89328 eV, F_max 3.71 eV Å⁻¹.